(A)
Molecular formula: C2H3NOS2
Method: DFT, the ωB97M-V functional and the def2-TZVPD basis

Each line ends with the Löwdin charge.
Atoms and positions in Å:
O  -0.458  1.741  0.028  0.072
C  0.031  0.650  -0.063  -0.661
C  1.533  0.489  -0.188  -0.568
S  2.441  -0.812  -0.023  0.773
N  -0.628  -0.530  -0.058  -0.373
S  -2.313  -0.680  -0.156  0.810
H  1.968  1.489  -0.346  0.069
H  -0.028  -1.292  -0.289  0.028
H  -2.547  -1.056  1.094  -0.149

Properties
Structure (SMILES): O=C(C=S)NS
Lowest unoccupied orbital energy: -0.050 Eh
Frontier orbital gap: 8.11 eV
HOMO: -9.46 eV


(B)
Molecular formula: C2H3NOS2
Method: DFT, the ωB97M-V functional and the def2-TZVPD basis

Each line ends with the Löwdin charge.
Atoms and positions in Å:
C  0.767  1.076  -0.210  -0.663
C  -0.986  -0.234  0.668  -0.617
H  0.389  -2.036  -0.601  0.280
H  0.777  1.803  0.629  0.080
H  -1.282  0.685  1.213  0.088
N  0.100  -0.096  -0.072  -0.366
O  0.210  -0.902  -1.167  -0.133
S  1.887  1.378  -1.340  0.717
S  -1.862  -1.674  0.880  0.615

Properties
Lowest unoccupied orbital energy: -0.041 Eh
Frontier orbital gap: 7.91 eV
HOMO: -9.04 eV


Going by the energies, (A) is most stable and the next is 0.1130 hartree up.


(A)
Molecular formula: C3H15NO4
Method: DFT, the ωB97M-V functional and the def2-TZVPD basis

Each line ends with the Löwdin charge.
Atoms and positions in Å:
C  0.279  -2.916  0.123  -0.134
N  0.238  -1.580  0.704  -0.122
C  1.361  -0.734  0.246  -0.206
C  1.566  0.344  1.294  -0.255
O  0.433  1.192  1.330  -0.084
H  1.134  -3.096  -0.538  0.073
H  -0.597  -3.158  -0.479  0.069
H  0.412  -3.717  0.856  0.078
H  0.291  -1.655  1.711  0.099
H  2.234  -1.373  0.097  0.111
H  1.149  -0.212  -0.687  0.112
H  1.766  -0.125  2.268  0.113
H  2.403  1.037  1.179  0.123
H  -0.378  0.705  1.516  0.038
O  -2.354  0.317  1.154  -0.062
H  -2.080  -0.571  0.859  0.032
H  -2.970  0.076  1.864  0.054
O  0.116  3.019  -0.985  -0.056
H  -0.318  3.103  -0.130  0.030
H  0.532  2.166  -0.953  -0.008
O  -0.916  0.076  -3.581  -0.063
H  -0.813  1.008  -3.324  0.036
H  -1.554  -0.174  -2.913  0.022

Properties
Structure (SMILES): CNCCO.O.O.O
Lowest unoccupied orbital energy: 0.016 Eh
Frontier orbital gap: 10.05 eV
HOMO: -9.63 eV


(B)
Molecular formula: C3H15NO4
Method: DFT, the ωB97M-V functional and the def2-TZVPD basis

Each line ends with the Löwdin charge.
Atoms and positions in Å:
C  0.570  3.232  0.459  -0.039
C  0.097  2.162  -0.564  -0.428
O  -0.858  2.719  -1.458  -0.062
C  -0.531  0.974  0.180  -0.261
N  -1.482  0.137  -0.544  0.016
H  -0.305  3.411  1.101  0.080
H  1.500  2.903  0.929  0.087
H  0.648  4.227  0.022  0.075
H  0.790  1.779  -1.349  0.149
H  -1.331  3.464  -1.068  0.089
H  0.223  0.352  0.704  0.101
H  -1.000  1.491  1.033  0.111
H  -2.390  0.543  -0.370  0.072
H  -1.298  0.118  -1.534  0.074
O  0.766  -4.252  2.245  -0.083
H  1.265  -3.449  2.397  0.020
H  0.385  -4.292  1.355  0.016
O  1.954  -3.283  -2.154  -0.053
H  1.747  -2.343  -2.189  0.030
H  1.146  -3.773  -2.050  0.021
O  -0.430  -2.350  0.751  -0.068
H  -0.164  -1.445  0.919  -0.009
H  -1.299  -2.325  1.185  0.060

Properties
Structure (SMILES): C[C@H](O)CN.O.O.O
Lowest unoccupied orbital energy: 0.017 Eh
Frontier orbital gap: 10.12 eV
HOMO: -9.65 eV


Going by the energies, (A) is most stable and the next is 0.0161 hartree up.


(A)
Molecular formula: C2H9OS
Method: DFT, the ωB97M-V functional and the def2-TZVPD basis

Each line ends with the Löwdin charge.
Atoms and positions in Å:
O  -0.638  -2.090  1.326  -0.062
H  -0.194  -2.642  1.970  0.060
H  -1.461  -2.494  1.028  0.063
H  0.276  -1.101  -0.239  -0.007
C  1.675  0.758  -0.063  -0.220
S  0.263  0.026  -1.024  1.045
C  -1.197  1.059  -0.812  -0.269
H  1.358  1.795  0.062  0.062
H  1.830  0.272  0.898  0.068
H  2.510  0.641  -0.732  0.049
H  -1.346  1.433  0.197  0.071
H  -2.040  0.439  -1.111  0.065
H  -1.036  1.905  -1.501  0.077

Properties
Lowest unoccupied orbital energy: -0.126 Eh
Total charge: +1
Frontier orbital gap: 12.54 eV
HOMO: -15.97 eV


(B)
Molecular formula: C2H9OS
Method: DFT, the ωB97M-V functional and the def2-TZVPD basis

Each line ends with the Löwdin charge.
Atoms and positions in Å:
O  -1.840  -1.353  1.104  -0.078
H  -2.594  -1.765  0.667  0.059
H  -2.013  -1.307  2.076  0.084
H  -0.895  -0.169  -0.428  -0.007
C  0.276  1.384  0.796  -0.310
S  0.212  0.544  -0.776  1.055
C  1.468  -0.747  -0.742  -0.286
H  1.305  1.869  0.686  0.083
H  -0.362  2.291  0.836  0.080
H  0.202  0.748  1.717  0.087
H  1.936  -1.125  -1.764  0.125
H  0.906  -1.590  -0.373  0.038
H  2.379  -0.651  -0.158  0.069

Properties
Lowest unoccupied orbital energy: -0.129 Eh
Total charge: +1
Frontier orbital gap: 12.46 eV
HOMO: -15.97 eV


Going by the energies, (A) is most stable and the next is 0.0150 hartree up.